1.
{
  "formula": "C2H3NO2",
  "method": "ωB97M-V with the def2-TZVPD basis set",
  "homo_ev": -10.437,
  "elements": ["O", "C", "N", "C", "O", "H", "H", "H"],
  "xyz": [[-2.21095, 0.70375, -0.08960], [-1.08549, 0.42167, -0.42115], [-0.12589, -0.03869, 0.47517], [1.16337, -0.38686, 0.10280], [1.59422, -0.31877, -1.02264], [-0.69120, 0.48753, -1.44514], [-0.41476, -0.14056, 1.44148], [1.77069, -0.72807, 0.95908]],
  "lowdin_charge": [0.0566, -0.2971, 0.0864, -0.3167, 0.0475, 0.1407, 0.1485, 0.1341]
}


2.
{
  "formula": "C2H3NO2",
  "method": "ωB97M-V with the def2-TZVPD basis set",
  "homo_ev": -9.720,
  "elements": ["C", "C", "N", "O", "O", "H", "H", "H"],
  "xyz": [[-0.91402, -0.37464, 0.59502], [1.64394, -0.51059, -0.76035], [-0.00050, 0.37649, 0.16920], [-0.30539, 1.70701, -0.19401], [1.65132, -1.64576, -0.60954], [-2.06238, -0.21219, 0.77050], [-0.51851, -1.44976, 0.72359], [0.50554, 2.10944, -0.69441]],
  "lowdin_charge": [-0.0262, -0.0674, -0.2010, -0.0754, 0.0096, 0.1213, 0.0961, 0.1430]
}


Most stable one: 1, least stable one: 2.


1.
{
  "formula": "C2H7N",
  "method": "ωB97M-V with the def2-TZVPD basis set",
  "homo_ev": -9.712,
  "elements": ["C", "C", "N", "H", "H", "H", "H", "H", "H", "H"],
  "xyz": [[0.68672, 0.55604, -0.59337], [-0.24766, -0.59241, 0.02213], [-1.16199, -0.30871, 1.18643], [1.01321, 0.21367, -1.56860], [0.24404, 1.54843, -0.69226], [1.56453, 0.61031, 0.05782], [-0.57809, -1.22177, -0.81615], [0.44792, -1.33034, 0.44015], [-1.29763, 0.19135, 0.15623], [-0.67105, 0.33343, 1.80761]],
  "lowdin_charge": [-0.0892, -0.4168, -0.0173, 0.0586, 0.0642, 0.0633, 0.1108, 0.0944, 0.0867, 0.0453]
}


2.
{
  "formula": "C2H7N",
  "method": "ωB97M-V with the def2-TZVPD basis set",
  "homo_ev": -10.278,
  "elements": ["C", "N", "H", "H", "H", "C", "H", "H", "H", "H"],
  "xyz": [[-0.66606, 1.20518, 4.27582], [-1.66398, 0.44990, 4.55750], [-0.20163, 1.27934, 3.29241], [-0.45097, 2.08559, 4.87955], [-1.66296, 0.55971, 5.60437], [0.98859, -1.17019, -4.57053], [0.72658, -0.20656, -5.05962], [1.97870, -1.03912, -4.14422], [0.38864, -1.21999, -3.63217], [0.56310, -1.94386, -5.20310]],
  "lowdin_charge": [-0.1589, 0.0046, 0.0504, 0.0550, 0.0489, -0.0643, 0.0195, 0.0122, 0.0190, 0.0136]
}


Most stable one: 2, least stable one: 1.


1.
{
  "formula": "C40H36ClN5O2PS2Ti",
  "method": "ωB97M-V with the def2-TZVPD basis set",
  "spin_multiplicity": 3,
  "homo_ev": [-2.921, -4.946],
  "total_charge": -1,
  "elements": ["Ti", "C", "N", "C", "C", "N", "C", "S", "C", "C", "C", "C", "C", "N", "H", "H", "H", "H", "H", "H", "H", "H", "H", "O", "C", "O", "C", "P", "C", "C", "C", "C", "C", "C", "C", "C", "C", "C", "C", "C", "H", "H", "H", "H", "H", "H", "H", "H", "H", "H", "H", "H", "Cl", "C", "H", "H", "N", "C", "S", "C", "C", "C", "N", "C", "C", "H", "H", "H", "H", "H", "H", "C", "C", "C", "C", "C", "C", "C", "C", "C", "C", "H", "H", "H", "H", "H", "H", "H"],
  "xyz": [[1.24056, -0.31298, -0.60467], [3.42207, 5.10590, -0.73389], [2.28124, 4.35050, -1.15650], [0.97283, 4.59951, -0.82122], [0.21368, 3.62823, -1.37004], [1.05356, 2.74614, -2.02324], [2.34001, 3.22461, -1.93022], [3.68311, 2.68596, -2.72305], [0.64873, 1.61840, -2.76522], [-0.31369, 1.77144, -3.74141], [-0.61146, 0.71350, -4.59219], [0.18616, -0.43131, -4.48074], [1.08486, -0.53470, -3.45404], [1.25917, 0.41961, -2.49061], [3.25372, 6.17023, -0.91022], [4.27927, 4.76500, -1.31679], [3.61744, 4.93105, 0.32769], [0.68866, 5.44676, -0.22844], [-0.84661, 3.48624, -1.35318], [-0.79892, 2.72902, -3.86149], [-1.37333, 0.79840, -5.34737], [0.11891, -1.22029, -5.21304], [1.74127, -1.39446, -3.39090], [2.38332, -0.93698, 2.74249], [1.29620, -1.10885, 2.22775], [0.78780, -0.39636, 1.28257], [0.31540, -2.22289, 2.64277], [-1.00574, -1.93260, 1.36484], [-2.08856, -3.39019, 1.72493], [-1.74668, -4.51229, 0.97388], [-2.49880, -5.66738, 1.03031], [-3.62743, -5.71240, 1.83255], [-3.97357, -4.60961, 2.59625], [-3.20912, -3.45546, 2.54500], [-1.99467, -0.60767, 2.15431], [-1.49206, 0.31769, 3.06404], [-2.28797, 1.35555, 3.52052], [-3.59154, 1.48939, 3.07681], [-4.09739, 0.58137, 2.16033], [-3.30490, -0.45338, 1.70207], [-0.01750, -2.14169, 3.68101], [0.77105, -3.20733, 2.51116], [-0.88446, -4.45197, 0.32117], [-2.22016, -6.52976, 0.44164], [-4.23855, -6.60322, 1.85585], [-4.85044, -4.65287, 3.23188], [-3.50433, -2.59803, 3.13502], [-0.46804, 0.25290, 3.40426], [-1.88305, 2.07443, 4.22010], [-4.20229, 2.30628, 3.43418], [-5.10686, 0.69201, 1.79058], [-3.68879, -1.14970, 0.96788], [2.96487, -2.76194, -1.82260], [2.11872, -2.17944, -0.37548], [2.90082, -2.07805, 0.39278], [1.45475, -3.00261, -0.07032], [5.29413, 3.36823, 3.46219], [5.60596, 2.52779, 2.39761], [7.22060, 2.14635, 2.15583], [4.56937, 2.08139, 1.55158], [4.81470, 1.19063, 0.47061], [3.79016, 0.73497, -0.30346], [2.49451, 1.09475, -0.10879], [2.24858, 1.96364, 0.89539], [3.20812, 2.46694, 1.71991], [6.07036, 3.46685, 4.10242], [4.41640, 3.17489, 3.92329], [5.83092, 0.88756, 0.26460], [3.98025, 0.09950, -1.16858], [1.20539, 2.26348, 0.99788], [2.92043, 3.17203, 2.48780], [-3.12561, -3.05896, -3.09924], [-1.79849, -3.35380, -2.76385], [-1.03363, -2.43229, -2.10058], [-1.55683, -1.17708, -1.71711], [-0.77871, -0.24838, -0.96492], [-1.40559, 0.91371, -0.55967], [-2.73378, 1.21719, -0.90345], [-3.47219, 0.33602, -1.64515], [-2.90893, -0.89173, -2.04896], [-3.66393, -1.85243, -2.75198], [-3.71933, -3.79773, -3.61934], [-1.38967, -4.31885, -3.02775], [-0.00714, -2.66425, -1.83834], [-0.86114, 1.60591, 0.08654], [-3.17415, 2.14839, -0.56446], [-4.50037, 0.54919, -1.90941], [-4.69167, -1.61763, -3.00038]],
  "lowdin_charge": [0.8357, -0.0395, -0.1272, -0.0504, -0.0622, -0.0004, -0.7616, 0.6783, -0.2724, 0.0106, -0.0349, -0.0512, -0.1376, 0.0083, 0.0911, 0.0495, 0.0903, 0.1200, 0.1107, 0.1211, 0.1044, 0.1116, 0.0460, 0.0745, -0.7139, -0.2831, -0.1862, 1.1209, -0.3409, -0.1176, -0.0977, -0.1099, -0.0977, -0.0938, -0.3306, -0.0698, -0.0872, -0.1033, -0.0947, -0.1286, 0.0950, 0.0926, 0.0902, 0.0967, 0.0921, 0.0962, 0.0975, 0.1027, 0.0979, 0.0928, 0.1010, 0.1114, 0.5009, -0.6903, 0.0200, -0.0011, 0.0178, -0.8591, 0.5255, -0.2665, -0.0423, -0.1904, -0.1262, -0.1487, -0.0272, 0.0518, 0.0678, 0.0726, 0.0968, 0.1116, 0.0987, -0.0953, -0.0846, -0.0663, -0.2142, -0.2354, -0.1488, -0.1016, -0.0600, -0.1830, -0.0459, 0.0943, 0.1001, 0.0785, 0.0936, 0.1032, 0.1031, 0.1039]
}


2.
{
  "formula": "C40H36ClN5O2PS2Ti",
  "method": "ωB97M-V with the def2-TZVPD basis set",
  "spin_multiplicity": 3,
  "homo_ev": [-2.953, -4.992],
  "total_charge": -1,
  "elements": ["Ti", "C", "N", "C", "C", "N", "C", "S", "C", "C", "C", "C", "C", "N", "H", "H", "H", "H", "H", "H", "H", "H", "H", "O", "C", "O", "C", "P", "C", "C", "C", "C", "C", "C", "C", "C", "C", "C", "C", "C", "H", "H", "H", "H", "H", "H", "H", "H", "H", "H", "H", "H", "Cl", "C", "H", "H", "N", "C", "S", "C", "C", "C", "N", "C", "C", "H", "H", "H", "H", "H", "H", "C", "C", "C", "C", "C", "C", "C", "C", "C", "C", "H", "H", "H", "H", "H", "H", "H"],
  "xyz": [[-1.20166, 0.74466, 0.24376], [-5.49929, -2.29484, -2.22774], [-4.30114, -1.56111, -2.58711], [-3.12441, -2.13589, -3.02163], [-2.20838, -1.15573, -3.15131], [-2.83276, 0.01706, -2.75720], [-4.16215, -0.21555, -2.47611], [-5.33261, 0.93496, -2.17515], [-2.27144, 1.31750, -2.68225], [-1.85393, 1.95586, -3.82647], [-1.38974, 3.26290, -3.70793], [-1.44544, 3.88248, -2.47488], [-1.85631, 3.14512, -1.37045], [-2.17606, 1.84901, -1.45123], [-5.74882, -2.99921, -3.02078], [-6.30356, -1.57304, -2.10411], [-5.34117, -2.82084, -1.28553], [-3.03772, -3.19697, -3.16732], [-1.16939, -1.17394, -3.42294], [-1.92369, 1.44494, -4.77545], [-1.02762, 3.79177, -4.57880], [-1.16745, 4.91721, -2.33985], [-1.93876, 3.58789, -0.38360], [-0.86601, -1.47997, 3.20634], [-0.01912, -0.97488, 2.48932], [-0.16224, -0.67895, 1.23157], [1.36481, -0.68399, 3.07147], [2.49940, 0.34277, 2.05629], [3.91641, 0.35154, 3.23052], [3.99401, 1.41090, 4.13349], [5.01114, 1.47896, 5.07221], [5.98611, 0.49241, 5.11364], [5.92622, -0.56431, 4.21757], [4.89764, -0.63602, 3.28891], [3.11011, -0.81194, 0.78325], [2.51208, -2.03652, 0.50593], [2.96603, -2.82388, -0.54447], [4.01845, -2.39525, -1.33698], [4.61468, -1.16772, -1.07715], [4.15695, -0.38286, -0.03277], [1.81374, -1.64181, 3.35554], [1.22212, -0.12078, 3.99812], [3.24909, 2.19804, 4.09496], [5.04679, 2.31018, 5.76503], [6.78898, 0.54831, 5.83749], [6.67858, -1.34367, 4.24256], [4.85444, -1.47296, 2.60392], [1.67228, -2.37810, 1.09796], [2.48565, -3.77405, -0.74323], [4.36848, -3.00704, -2.15884], [5.42787, -0.81345, -1.69800], [4.61513, 0.58358, 0.14601], [-2.17504, 3.50099, 2.08534], [-1.20815, 1.91070, 2.05062], [-1.69565, 1.29679, 2.81503], [-0.21792, 2.18856, 2.42177], [-5.05920, -4.68706, 2.11415], [-5.43184, -3.34106, 2.13514], [-6.90056, -2.92965, 2.84296], [-4.54649, -2.42980, 1.50435], [-4.72448, -1.02023, 1.58004], [-3.85584, -0.17459, 0.96602], [-2.77445, -0.59449, 0.23392], [-2.60466, -1.94117, 0.14048], [-3.41986, -2.85343, 0.73265], [-5.63349, -5.23590, 2.73523], [-4.07190, -4.86281, 2.23780], [-5.56863, -0.62741, 2.12827], [-4.01031, 0.89997, 0.99680], [-1.75953, -2.26822, -0.45455], [-3.20851, -3.90030, 0.56343], [3.04626, 4.22198, -1.87491], [2.11474, 4.26773, -0.81096], [1.31200, 3.19306, -0.56234], [1.37666, 2.01022, -1.35037], [0.52116, 0.90004, -1.06439], [0.71724, -0.22599, -1.83229], [1.67124, -0.29733, -2.87431], [2.45107, 0.78448, -3.16702], [2.32754, 1.96786, -2.39720], [3.14931, 3.09992, -2.64299], [3.68567, 5.07442, -2.06866], [2.04750, 5.15075, -0.18824], [0.61138, 3.22621, 0.26657], [0.15165, -1.13536, -1.61951], [1.78966, -1.21805, -3.43536], [3.18570, 0.74522, -3.96349], [3.87138, 3.05118, -3.45058]],
  "lowdin_charge": [0.9014, -0.0166, -0.1134, -0.0579, -0.0494, -0.0117, -0.7786, 0.6016, -0.2971, 0.0274, -0.0309, -0.0341, -0.1214, 0.0540, 0.0903, 0.0555, 0.0871, 0.1244, 0.1080, 0.1242, 0.1109, 0.1130, 0.0460, 0.0535, -0.6926, -0.2138, -0.2592, 1.0833, -0.3773, -0.1145, -0.0990, -0.1052, -0.0937, -0.0882, -0.3877, -0.0837, -0.0876, -0.1085, -0.0979, -0.1096, 0.0982, 0.0922, 0.0968, 0.0972, 0.0948, 0.0978, 0.1018, 0.0988, 0.1002, 0.0957, 0.0999, 0.1092, 0.3787, -0.6315, -0.0034, -0.0215, 0.0149, -0.8637, 0.5070, -0.2723, -0.0397, -0.1455, -0.0941, -0.1620, -0.0403, 0.0496, 0.0716, 0.0789, 0.1039, 0.1039, 0.0979, -0.0996, -0.0878, -0.0581, -0.1947, -0.1554, -0.1532, -0.0974, -0.0582, -0.1812, -0.0527, 0.0927, 0.0976, 0.0913, 0.0839, 0.0998, 0.1040, 0.1027]
}


Most stable one: 2, least stable one: 1.